No. 1
Below is a structure of composition C31H26Br2MnPTe at a distorted geometry, with properties calculated with ωB97M-V with the def2-TZVPD basis set.

XYZ file:
```
62
Properties=species:S:1:pos:R:3:mulliken_spin:R:1
Mn -0.141 0.825 0.388 4.978
Br -0.508 2.485 2.371 0.041
C -1.120 3.704 1.025 0.012
Br -1.187 2.864 -0.708 0.038
H -0.413 4.518 0.960 -0.002
H -2.127 4.003 1.274 -0.001
C 6.760 1.962 1.585 0.002
C 5.778 1.480 2.442 0.000
C 4.482 1.306 1.981 0.007
C 4.158 1.603 0.657 0.036
C 5.142 2.091 -0.196 0.001
C 6.440 2.273 0.272 0.000
P 2.463 1.221 0.117 -0.025
C 2.408 1.617 -1.668 -0.010
C 2.301 2.963 -2.031 -0.010
C 2.205 3.335 -3.363 0.003
C 2.201 2.359 -4.354 0.001
C 2.301 1.020 -4.005 0.001
C 2.403 0.647 -2.667 0.000
C 2.280 -0.576 0.172 -0.217
C 3.324 -1.496 0.190 -0.012
C 3.018 -2.850 0.187 0.021
C 1.689 -3.259 0.148 -0.005
C 0.659 -2.324 0.135 -0.073
C 0.920 -0.951 0.175 0.106
H 7.774 2.093 1.942 0.000
H 6.023 1.238 3.469 0.000
H 3.720 0.927 2.654 0.000
H 4.907 2.324 -1.228 0.000
H 7.203 2.648 -0.399 0.000
H 2.307 3.729 -1.260 -0.002
H 2.135 4.382 -3.631 0.000
H 2.122 2.645 -5.396 0.000
H 2.305 0.258 -4.775 0.000
H 2.484 -0.400 -2.404 0.002
H 4.359 -1.166 0.198 -0.002
H 3.814 -3.585 0.208 0.002
H 1.454 -4.318 0.139 -0.001
H -0.361 -2.690 0.110 0.025
Te -2.625 -0.396 0.692 0.042
C -2.937 -2.460 0.830 0.013
C -2.945 -3.066 2.081 -0.002
C -3.160 -4.437 2.165 0.001
C -3.362 -5.183 1.011 0.000
C -3.353 -4.566 -0.234 0.001
C -3.136 -3.198 -0.332 -0.002
C -4.629 0.179 0.522 0.034
C -5.371 0.426 1.671 -0.001
C -6.722 0.733 1.553 0.002
C -7.316 0.794 0.299 0.000
C -6.564 0.556 -0.844 0.001
C -5.213 0.249 -0.739 -0.004
H -2.784 -2.485 2.978 -0.001
H -3.170 -4.919 3.135 0.000
H -3.524 -6.252 1.082 0.000
H -3.511 -5.148 -1.133 0.000
H -3.118 -2.717 -1.301 -0.002
H -4.909 0.373 2.648 0.000
H -7.309 0.919 2.443 0.000
H -8.370 1.027 0.212 0.000
H -7.029 0.605 -1.821 0.000
H -4.626 0.063 -1.629 -0.003
```

Output
**Total charge**: +1
**Frontier orbital gap (spin up / spin down)**: 7.1 / 7.4 eV
**LUMO energy (spin up / spin down)**: -3.2860 / -3.3805 eV
**ΔE to the lowest compared entry with this formula, charge and spin**: 25.13 kJ/mol
**Spin multiplicity**: 6

No. 2
Below is a structure of composition C31H26BrN8O2Se4Sn at a distorted geometry, with properties calculated with ωB97M-V with the def2-TZVPD basis set.

XYZ file:
```
73
Properties=species:S:1:pos:R:3:lowdin_charge:R:1
Sn 0.134 -2.356 0.792 0.737
C 3.659 -3.148 1.297 -0.082
O 3.177 -1.803 1.267 -0.161
C 3.551 -0.880 0.370 -0.227
C 4.606 -0.974 -0.528 -0.051
C 4.959 0.063 -1.367 -0.130
C 4.227 1.242 -1.332 -0.103
C 3.145 1.403 -0.452 -0.020
C 2.769 0.365 0.365 -0.171
N 1.638 0.313 1.205 0.047
N 0.884 1.309 1.172 0.080
C -0.295 1.270 1.842 -0.154
C -0.907 0.191 2.537 -0.376
O -0.495 -1.036 2.579 -0.345
C -2.078 0.503 3.324 -0.011
C -2.626 1.777 3.409 -0.049
C -2.064 2.869 2.753 -0.179
C -2.509 4.222 2.878 -0.045
C -2.010 5.219 2.087 -0.129
C -0.928 4.979 1.313 -0.112
C -0.348 3.720 1.194 -0.027
C -0.897 2.619 1.911 -0.058
H 4.816 -3.217 1.348 0.117
H 3.160 -3.628 2.109 0.015
H 3.392 -3.643 0.371 0.084
H 5.227 -1.878 -0.570 0.106
H 5.814 -0.067 -2.086 0.111
H 4.671 1.998 -1.906 0.075
H 2.442 2.209 -0.478 0.092
H -2.530 -0.312 3.896 0.120
H -3.393 1.888 4.158 0.105
H -3.418 4.316 3.471 0.105
H -2.237 6.273 2.311 0.107
H -0.463 5.658 0.637 0.086
H 0.381 3.644 0.470 0.060
Br 0.032 4.720 -2.717 0.697
C -0.749 3.049 -2.209 -0.679
C -2.007 3.117 -1.700 -0.131
C -2.599 1.880 -1.321 -0.016
C -1.959 0.646 -1.401 -0.257
C -0.665 0.686 -1.991 -0.019
C -0.053 1.848 -2.392 -0.145
N -2.368 -0.520 -0.749 0.134
C -2.908 -0.337 0.366 -0.109
C -3.449 -1.568 1.060 -0.228
C -4.652 -1.576 1.752 -0.010
C -4.967 -2.749 2.444 -0.065
C -4.150 -3.851 2.382 -0.050
C -3.034 -3.714 1.591 -0.185
N -2.606 -2.613 1.047 0.069
H -2.529 4.011 -1.652 0.076
H -3.614 1.920 -0.971 0.104
H -0.118 -0.267 -2.174 0.106
H 0.930 1.928 -2.854 0.072
H -3.058 0.613 0.838 0.106
H -5.273 -0.743 1.639 0.095
H -5.844 -2.915 3.073 0.106
H -4.416 -4.817 2.807 0.115
H -2.468 -4.628 1.608 0.055
Se -0.161 -4.915 -0.584 -0.237
Se -0.291 -6.660 0.795 -0.203
Se 1.113 -5.942 2.417 -0.125
Se 0.321 -3.792 2.991 0.025
N 3.566 -0.460 -5.131 0.155
C 2.558 -1.150 -4.591 -0.512
N 2.840 -2.378 -4.150 0.208
N 1.317 -0.676 -4.582 0.113
C 1.128 0.559 -4.986 -0.415
N 0.964 1.678 -5.298 0.132
H 4.426 -0.500 -4.619 0.089
H 3.341 0.569 -5.287 0.127
H 3.718 -2.756 -4.279 0.084
H 2.232 -2.806 -3.517 0.100
```

Output
**Total charge**: -1
**Frontier orbital gap**: 5.7 eV
**LUMO energy**: 1.7092 eV
**ΔE to the lowest compared entry with this formula, charge and spin**: 148.23 kJ/mol
**Spin multiplicity**: 1

No. 3
Below is a structure of composition C31H26F5InO3 at a distorted geometry, with properties calculated with ωB97M-V with the def2-TZVPD basis set.

XYZ file:
```
66
Properties=species:S:1:pos:R:3:lowdin_charge:R:1
In 0.753 -0.065 0.351 1.255
O 4.080 0.935 3.458 0.184
C 3.074 0.754 2.599 -0.762
O 3.047 1.251 1.450 -0.022
O 2.084 0.041 2.925 0.047
H 4.727 1.289 2.819 0.139
F -1.689 -1.023 -1.129 -0.030
C -2.683 -1.361 -1.972 -0.251
C -3.994 -1.029 -1.655 0.001
C -5.017 -1.489 -2.459 -0.047
C -4.712 -2.064 -3.704 -0.041
C -3.392 -2.306 -4.039 -0.051
C -2.372 -2.051 -3.137 0.007
H -4.268 -0.580 -0.707 0.111
H -6.036 -1.144 -2.341 0.118
H -5.516 -2.202 -4.413 0.119
H -3.127 -2.777 -4.977 0.120
H -1.338 -2.309 -3.314 0.118
F -0.342 1.456 2.651 0.017
C -0.772 2.257 3.627 -0.215
C -0.519 3.630 3.521 0.035
C -1.061 4.424 4.501 -0.026
C -1.813 3.865 5.545 0.005
C -2.069 2.483 5.607 -0.022
C -1.585 1.676 4.607 0.032
H 0.087 3.968 2.692 0.134
H -0.892 5.492 4.479 0.127
H -2.286 4.510 6.274 0.126
H -2.589 2.118 6.481 0.126
H -1.737 0.605 4.573 0.129
F -1.832 -0.719 1.608 -0.048
C -2.954 -1.115 2.255 -0.277
C -3.997 -0.205 2.332 -0.023
C -5.190 -0.563 2.945 -0.043
C -5.270 -1.860 3.438 -0.051
C -4.254 -2.791 3.278 -0.040
C -3.035 -2.407 2.735 0.011
H -3.834 0.793 1.943 0.125
H -6.004 0.145 2.919 0.119
H -6.173 -2.129 3.975 0.120
H -4.336 -3.824 3.584 0.122
H -2.288 -3.154 2.504 0.128
F 0.532 -0.656 -2.516 -0.068
C 1.192 -0.118 -3.584 -0.271
C 2.356 -0.672 -4.075 -0.023
C 2.874 -0.186 -5.265 -0.056
C 2.209 0.799 -5.995 -0.049
C 1.059 1.359 -5.447 -0.059
C 0.564 0.932 -4.233 -0.004
H 2.881 -1.471 -3.572 0.107
H 3.790 -0.633 -5.629 0.116
H 2.638 1.085 -6.944 0.116
H 0.638 2.176 -6.020 0.118
H -0.369 1.307 -3.831 0.124
F 3.254 -0.255 -1.215 -0.003
C 4.588 -0.338 -1.108 -0.230
C 5.330 0.685 -0.516 0.017
C 6.688 0.474 -0.320 -0.047
C 7.306 -0.690 -0.739 -0.013
C 6.533 -1.689 -1.364 -0.024
C 5.166 -1.563 -1.444 0.006
H 4.841 1.615 -0.265 0.119
H 7.187 1.224 0.281 0.122
H 8.367 -0.870 -0.631 0.124
H 6.951 -2.652 -1.628 0.125
H 4.549 -2.390 -1.769 0.126
```

Output
**Total charge**: +2
**Frontier orbital gap**: 1.9 eV
**LUMO energy**: -11.6532 eV
**ΔE to the lowest compared entry with this formula, charge and spin**: 38.72 kJ/mol
**Spin multiplicity**: 1